# 1
DFT (ωB97M-V/def2-TZVPD) results for a gas-phase ion, C3H2N5 (charge -1).

Energy relative to the best compared isomer or geometry (same formula, charge and spin) (kJ/mol): 304.1
E_HOMO (eV): -3.385
Calculated total energy (eV): -10589.515
Charge: -1
Gap between HOMO and LUMO (eV): 7.8

Positions of all 10 atoms, in Å:
1 C 0.44968 -0.08452 -0.71787
2 N 3.04157 -1.97297 0.18976
3 N 2.98917 -2.11260 1.52325
4 C 0.12971 -0.30111 0.64102
5 N 1.94718 -1.55569 2.14157
6 N 2.15930 -1.22660 -0.27920
7 C 1.03248 -0.99417 1.39351
8 H -0.91619 0.03944 1.07614
9 H -0.33304 0.51172 -1.22603
10 N 1.50507 -0.69401 -1.24690


# 2
DFT (ωB97M-V/def2-TZVPD) results for a gas-phase ion, C3H2NO2S2 (charge -1).

Energy relative to the best compared isomer or geometry (same formula, charge and spin) (kJ/mol): 226.4
E_HOMO (spin up / spin down) (eV): -4.173 / -4.170
Calculated total energy (eV): -30397.625
Charge: -1
Gap between HOMO and LUMO (spin up / spin down) (eV): 6.7 / 6.7

Positions of all 10 atoms, in Å:
1 C -2.37457 -0.05155 -0.06785
2 N -1.52106 1.22617 0.35230
3 O -2.76300 -0.78359 0.75173
4 S 1.16386 -2.31263 0.04347
5 H 2.09834 1.29212 -0.13091
6 C 1.80283 -0.80272 0.08541
7 S -0.07053 1.63380 0.12564
8 O -2.42222 0.17341 -1.24920
9 C 1.23868 0.48926 -0.03922
10 H 2.84767 -0.86426 0.12863


# 3
DFT (ωB97M-V/def2-TZVPD) results for a gas-phase ion, C3H2NO3S (charge -1).

Energy relative to the best compared isomer or geometry (same formula, charge and spin) (kJ/mol): 648.0
E_HOMO (spin up / spin down) (eV): -3.694 / -3.670
Calculated total energy (eV): -21606.128
Charge: -1
Gap between HOMO and LUMO (spin up / spin down) (eV): 6.5 / 6.5

Positions of all 10 atoms, in Å:
1 H -0.08480 1.19847 0.34667
2 C -0.00668 -0.97980 -0.18771
3 S 4.44784 0.16023 0.29236
4 N 0.70835 -1.99595 -0.33875
5 H -1.09869 -0.99734 -0.31129
6 O 1.80986 0.40730 0.29248
7 O 4.43132 1.15071 -0.79984
8 C 2.63305 -0.52697 0.14373
9 C 0.49769 0.31695 0.14793
10 O 5.35478 -0.96572 0.04835


# 4
DFT (ωB97M-V/def2-TZVPD) results for a single C3H2O molecule.

Energy relative to the best compared isomer or geometry (same formula, charge and spin) (kJ/mol): 18.9
E_HOMO (eV): -10.620
Calculated total energy (eV): -5187.996
SMILES: C#CC=O
Charge: 0
Gap between HOMO and LUMO (eV): 10.6

Positions of all 6 atoms, in Å:
1 O 1.35757 -0.84581 -1.30856
2 H -2.19284 1.21739 0.61592
3 C -1.28135 0.77078 0.27972
4 C -0.24198 0.32277 -0.04706
5 H 1.47209 -0.89738 0.67983
6 C 0.88650 -0.56774 -0.21984